Record 1
A structure of composition C15H11NO9Ru, computed with ωB97M-V/def2-TZVPD.

Structure (XYZ):
```
37
Properties=species:S:1:pos:R:3
Ru -0.138 1.369 1.286
O 0.983 -0.690 4.853
C 0.487 -0.420 3.780
O 0.040 0.681 3.377
C 0.312 -1.655 2.786
C -1.036 -1.657 2.050
C -1.243 -3.076 1.476
C -0.286 -3.043 0.267
C 0.327 -1.636 0.410
O -0.797 -0.889 0.873
C 1.294 -1.671 1.604
C 2.377 -0.492 1.631
O 3.464 -0.815 2.064
O 2.017 0.606 1.146
H 0.429 -2.536 3.420
H -1.880 -1.243 2.603
H -2.278 -3.231 1.171
H -0.984 -3.844 2.202
H -0.837 -3.114 -0.669
H 0.470 -3.824 0.295
H 0.710 -1.190 -0.511
H 1.897 -2.580 1.610
O -0.283 0.833 -5.546
C -0.622 1.924 -5.123
O -1.171 2.910 -5.565
C -0.245 2.066 -3.554
C 0.873 1.415 -3.063
C 1.155 1.520 -1.709
N 0.356 2.178 -0.876
C -0.706 2.812 -1.360
C -1.051 2.798 -2.706
C -1.571 3.585 -0.314
O -2.182 4.564 -0.688
O -1.527 3.062 0.829
H 1.515 0.857 -3.726
H 2.042 1.077 -1.273
H -1.909 3.352 -3.051
```

Calculated values
E_HOMO (alpha / beta) in hartree: -0.207 / -0.207
Multiplicity: 2
M in g mol⁻¹: 450.32
Kohn-Sham gap (alpha / beta) in Eh: 0.170 / 0.178
Total charge: -1
E_LUMO (alpha / beta) in eV: -1.00 / -0.78

In elementary charge units, the Löwdin charges are:
1 Ru 1.5705
2 O 0.0823
3 C -0.6299
4 O -0.0915
5 C -0.1128
6 C -0.2569
7 C -0.0886
8 C -0.0879
9 C -0.2588
10 O -0.1317
11 C -0.1079
12 C -0.6280
13 O 0.0805
14 O -0.0763
15 H 0.1495
16 H 0.1639
17 H 0.1144
18 H 0.1169
19 H 0.1175
20 H 0.1186
21 H 0.1562
22 H 0.1496
23 O -0.0181
24 C -0.7322
25 O -0.0019
26 C -0.0715
27 C 0.0063
28 C -0.1244
29 N 0.0104
30 C -0.1817
31 C 0.0601
32 C -0.6265
33 O 0.0877
34 O -0.1095
35 H 0.1168
36 H 0.1036
37 H 0.1314

---

Record 2
An isolated molecule of C15H12Cl3N5O2S, computed with ωB97M-V/def2-TZVPD.

Structure (XYZ):
```
38
Properties=species:S:1:pos:R:3
O 3.641 0.473 1.305
O 2.082 1.557 2.826
Cl -2.130 4.383 2.223
Cl -0.867 -4.848 1.683
Cl -2.112 -2.081 3.277
N 1.749 -2.064 -2.183
N 0.489 -2.322 -2.002
N 1.811 -0.667 -2.201
C 0.649 -0.226 -2.145
C -2.316 2.971 -0.129
C 1.051 -3.132 1.010
C -0.271 2.760 1.176
C -1.728 2.306 -1.228
C 1.771 -1.985 1.032
C 0.061 -0.830 2.395
C -1.570 3.230 0.999
C -0.125 -3.224 1.708
C -0.656 -2.062 2.377
C 0.313 2.002 0.180
C -0.414 1.754 -1.079
C 1.257 -0.820 1.641
N -0.245 -1.268 -2.116
N 1.613 1.533 0.260
C 0.301 1.188 -2.290
C -1.641 -1.417 -2.044
S 2.273 0.747 1.660
H -3.359 3.203 -0.226
H 1.258 -3.994 0.416
H 0.202 3.140 2.020
H -2.372 2.051 -2.095
H 2.647 -2.062 0.552
H -0.296 -0.113 3.115
H 1.950 1.101 -0.518
H -0.264 1.411 -3.191
H 1.336 1.671 -2.449
H -1.863 -2.483 -1.939
H -2.221 -1.054 -2.890
H -2.005 -0.827 -1.128
```

Calculated values
Relative energy (zero: lowest compared OMol25 entry of this formula, charge and spin) in kcal per mole: 26.11
E_HOMO in hartree: -0.334
M in g mol⁻¹: 432.72
Kohn-Sham gap in Eh: 0.331
E_LUMO in eV: -0.07
SMILES: Cn1nnnc1Cc1ccc(Cl)cc1NS(=O)(=O)c1ccc(Cl)c(Cl)c1

In elementary charge units, the Löwdin charges are:
1 O -0.2800
2 O -0.2697
3 Cl 0.6497
4 Cl 0.6427
5 Cl 0.7039
6 N 0.0427
7 N 0.0178
8 N 0.0897
9 C -0.3886
10 C -0.1148
11 C -0.1437
12 C -0.0587
13 C -0.0242
14 C -0.0648
15 C -0.0710
16 C -0.6175
17 C -0.6005
18 C -0.6594
19 C -0.2228
20 C -0.1298
21 C -0.2014
22 N -0.1078
23 N -0.0204
24 C -0.0769
25 C -0.0160
26 S 0.7116
27 H 0.1003
28 H 0.1021
29 H 0.0823
30 H 0.1214
31 H 0.0768
32 H 0.1079
33 H 0.0285
34 H 0.1250
35 H 0.1590
36 H 0.0969
37 H 0.0908
38 H 0.1191

---

Record 3
A structure of composition C15H12Cl5N4ORuS3, computed with ωB97M-V/def2-TZVPD.

Structure (XYZ):
```
41
Properties=species:S:1:pos:R:3
Ru -1.075 1.057 -0.493
Cl 2.308 3.202 -6.448
C 1.844 2.797 -4.842
C 0.509 2.561 -4.537
Cl -0.698 2.672 -5.755
C 0.152 2.239 -3.235
Cl -1.521 1.941 -2.839
C 1.081 2.137 -2.192
O 0.754 1.838 -0.965
C 2.428 2.373 -2.533
Cl 3.595 2.223 -1.278
C 2.801 2.697 -3.828
Cl 4.457 2.972 -4.195
S -0.933 1.672 1.669
C -2.670 1.423 1.783
S -3.207 0.718 0.279
C -3.449 1.806 2.825
C -2.865 2.398 3.988
N -2.373 2.859 4.919
C -4.863 1.603 2.788
N -5.999 1.425 2.764
C -0.766 -3.900 2.802
C -1.254 -2.484 2.534
N -1.275 -2.142 1.117
C -0.253 -1.658 0.428
S -0.570 -1.079 -1.201
N 0.952 -1.598 0.963
C 2.147 -1.034 0.319
C 2.877 -2.051 -0.539
H -0.772 -4.101 3.873
H 0.250 -4.057 2.434
H -1.412 -4.627 2.312
H -0.649 -1.739 3.060
H -2.271 -2.351 2.901
H -2.162 -2.107 0.637
H 1.065 -1.950 1.901
H 2.782 -0.671 1.128
H 1.846 -0.164 -0.261
H 3.202 -2.912 0.047
H 3.757 -1.587 -0.983
H 2.234 -2.400 -1.347
```

Calculated values
Relative energy (zero: lowest compared OMol25 entry of this formula, charge and spin) in kcal per mole: 9.40
E_HOMO (alpha / beta) in hartree: -0.308 / -0.312
Multiplicity: 2
M in g mol⁻¹: 638.82
Kohn-Sham gap (alpha / beta) in Eh: 0.237 / 0.252
E_LUMO (alpha / beta) in eV: -1.92 / -1.64

In elementary charge units, the Löwdin charges are:
1 Ru 0.4655
2 Cl 0.6828
3 C -0.7142
4 C -0.7037
5 Cl 0.7043
6 C -0.5595
7 Cl 0.7299
8 C -0.4757
9 O -0.3343
10 C -0.6054
11 Cl 0.7315
12 C -0.6963
13 Cl 0.6975
14 S 0.6006
15 C -1.0738
16 S 0.5401
17 C -0.3635
18 C -0.2340
19 N 0.1683
20 C -0.2310
21 N 0.1680
22 C -0.0723
23 C -0.2181
24 N 0.0085
25 C -0.7203
26 S 0.6491
27 N 0.0422
28 C -0.2408
29 C -0.0748
30 H 0.0817
31 H 0.0692
32 H 0.0812
33 H 0.1191
34 H 0.1289
35 H 0.1080
36 H 0.1339
37 H 0.1277
38 H 0.0597
39 H 0.0758
40 H 0.0794
41 H 0.0644

---

Record 4
A structure of composition C15H12Cl5N4ORuS3, computed with ωB97M-V/def2-TZVPD.

Structure (XYZ):
```
41
Properties=species:S:1:pos:R:3
Ru -0.176 -0.320 -0.280
Cl 3.933 -3.568 4.881
C 2.645 -3.027 3.886
C 2.879 -2.667 2.563
Cl 4.462 -2.767 1.905
C 1.829 -2.228 1.775
Cl 2.094 -1.749 0.145
C 0.499 -2.106 2.236
O -0.474 -1.706 1.471
C 0.307 -2.473 3.589
Cl -1.278 -2.343 4.244
C 1.347 -2.928 4.390
Cl 1.041 -3.376 6.019
S 1.326 1.534 -0.913
C 1.226 0.875 -2.515
S 0.351 -0.611 -2.706
C 1.812 1.493 -3.588
C 1.677 0.957 -4.900
N 1.566 0.530 -5.964
C 2.588 2.676 -3.445
N 3.236 3.623 -3.348
C -5.427 -2.114 1.642
C -3.962 -1.894 2.018
N -3.402 -0.698 1.400
C -2.962 -0.612 0.153
S -2.343 0.907 -0.400
N -3.086 -1.671 -0.650
C -3.031 -1.660 -2.112
C -4.423 -1.512 -2.714
H -5.800 -3.015 2.129
H -5.558 -2.222 0.565
H -6.034 -1.271 1.973
H -3.342 -2.752 1.753
H -3.873 -1.765 3.091
H -3.216 0.101 1.981
H -3.425 -2.524 -0.233
H -2.564 -2.590 -2.435
H -2.400 -0.839 -2.434
H -5.071 -2.337 -2.415
H -4.359 -1.504 -3.802
H -4.874 -0.572 -2.391
```

Calculated values
Relative energy (zero: lowest compared OMol25 entry of this formula, charge and spin) in kcal per mole: 7.47
E_HOMO (alpha / beta) in hartree: -0.313 / -0.316
Multiplicity: 6
M in g mol⁻¹: 638.82
Kohn-Sham gap (alpha / beta) in Eh: 0.305 / 0.220
E_LUMO (alpha / beta) in eV: -0.20 / -2.61

In elementary charge units, the Löwdin charges are:
1 Ru 0.8712
2 Cl 0.6859
3 C -0.7210
4 C -0.7046
5 Cl 0.7079
6 C -0.5912
7 Cl 0.7105
8 C -0.4851
9 O -0.2692
10 C -0.6058
11 Cl 0.7252
12 C -0.7030
13 Cl 0.6933
14 S 0.5553
15 C -1.1381
16 S 0.5535
17 C -0.3827
18 C -0.2493
19 N 0.1687
20 C -0.2420
21 N 0.1701
22 C -0.0667
23 C -0.2429
24 N 0.0145
25 C -0.8341
26 S 0.6287
27 N 0.0157
28 C -0.2703
29 C -0.0689
30 H 0.0818
31 H 0.0627
32 H 0.0819
33 H 0.1099
34 H 0.0936
35 H 0.1317
36 H 0.1314
37 H 0.1235
38 H 0.0243
39 H 0.0736
40 H 0.0822
41 H 0.0780

---

Record 5
An isolated molecule of C15H12ClF3N4O4S, computed with ωB97M-V/def2-TZVPD.

Structure (XYZ):
```
40
Properties=species:S:1:pos:R:3
O 0.300 -0.979 -1.064
C 0.897 -1.945 -0.656
O 2.063 -2.341 -1.146
H 2.381 -1.758 -1.856
C 0.434 -2.822 0.485
H 1.042 -3.725 0.511
C -1.059 -3.167 0.370
C -1.854 -1.935 0.080
N -1.991 -1.029 0.985
N -2.584 0.140 0.712
C -2.989 0.381 -0.494
N -2.968 -0.545 -1.483
C -2.403 -1.802 -1.281
O -2.400 -2.643 -2.146
H -3.293 -0.314 -2.416
S -3.593 1.968 -0.919
C -2.866 2.985 0.413
H -3.242 3.990 0.224
H -3.214 2.604 1.369
C -1.350 2.952 0.241
O -0.783 3.641 -0.570
N -0.749 2.061 1.080
C 0.527 1.518 0.969
C 0.932 0.613 1.951
C 2.160 -0.007 1.870
C 2.998 0.241 0.792
C 2.598 1.145 -0.192
C 1.376 1.793 -0.098
H 1.071 2.489 -0.863
C 3.456 1.361 -1.409
F 4.708 1.739 -1.121
F 2.967 2.283 -2.241
F 3.561 0.224 -2.138
Cl 4.502 -0.594 0.682
H 2.477 -0.703 2.631
H 0.266 0.383 2.769
H -1.362 1.535 1.695
H -1.220 -3.872 -0.447
H -1.390 -3.613 1.308
H 0.596 -2.252 1.402
```

Calculated values
E_HOMO in hartree: -0.320
M in g mol⁻¹: 436.80
Kohn-Sham gap in Eh: 0.318
E_LUMO in eV: -0.06
SMILES: O=C(O)CCc1nnc(SCC(=O)Nc2ccc(Cl)c(C(F)(F)F)c2)[nH]c1=O

In elementary charge units, the Löwdin charges are:
1 O 0.1156
2 C -0.5145
3 O 0.1230
4 H 0.1234
5 C -0.0658
6 H 0.1255
7 C -0.0975
8 C -0.2162
9 N 0.1119
10 N -0.0007
11 C -0.6197
12 N 0.1583
13 C -0.4058
14 O 0.1015
15 H 0.1581
16 S 1.0126
17 C -0.3386
18 H 0.0882
19 H 0.0791
20 C -0.5395
21 O 0.0780
22 N 0.1233
23 C -0.2024
24 C -0.0125
25 C -0.1008
26 C -0.6010
27 C -0.1305
28 C 0.0668
29 H 0.1193
30 C -0.6017
31 F 0.1282
32 F 0.1543
33 F 0.1117
34 Cl 0.7604
35 H 0.1119
36 H 0.1211
37 H 0.1160
38 H 0.1204
39 H 0.1258
40 H 0.1128

---

Record 6
A structure of composition C15H12GaIO7STe, computed with ωB97M-V/def2-TZVPD.

Structure (XYZ):
```
38
Properties=species:S:1:pos:R:3
Ga 0.239 0.312 0.941
O 0.240 -2.554 5.384
C 0.492 -1.989 4.209
O 1.188 -1.021 4.059
C -0.221 -2.697 3.079
O 0.016 -2.127 1.815
C 1.161 -2.664 1.164
C 2.318 -1.651 1.131
O 3.458 -2.042 1.148
O 1.943 -0.405 0.984
H 0.668 -2.066 6.099
H -1.297 -2.649 3.263
H 0.079 -3.748 3.107
H 0.897 -2.867 0.124
H 1.490 -3.584 1.645
Te -0.528 1.842 2.786
C -1.744 3.236 1.769
C -2.993 3.587 2.195
C -3.530 4.694 1.489
C -2.677 5.161 0.540
S -1.216 4.266 0.493
H -3.503 3.066 2.993
H -4.499 5.128 1.690
H -2.828 5.979 -0.147
I 1.621 -1.353 -7.428
C 1.202 -0.797 -5.442
C 1.704 -1.562 -4.401
C 1.366 -1.234 -3.099
C 0.551 -0.138 -2.843
C 0.088 0.644 -3.892
C 0.403 0.308 -5.200
C 0.200 0.180 -1.431
O 0.511 1.282 -0.914
O -0.377 -0.707 -0.727
H 2.348 -2.406 -4.602
H 1.746 -1.830 -2.278
H -0.543 1.499 -3.686
H 0.029 0.907 -6.018
```

Calculated values
Relative energy (zero: lowest compared OMol25 entry of this formula, charge and spin) in kcal per mole: 11.09
E_HOMO in hartree: -0.313
M in g mol⁻¹: 660.55
Kohn-Sham gap in Eh: 0.315
E_LUMO in eV: 0.06

In elementary charge units, the Löwdin charges are:
1 Ga 0.3380
2 O 0.1366
3 C -0.5000
4 O 0.1066
5 C -0.0959
6 O -0.1664
7 C -0.0899
8 C -0.5629
9 O 0.1062
10 O -0.0390
11 H 0.1390
12 H 0.1522
13 H 0.1428
14 H 0.1319
15 H 0.1357
16 Te 1.0517
17 C -0.9927
18 C -0.2643
19 C -0.1969
20 C -0.4213
21 S 0.9510
22 H 0.0940
23 H 0.1020
24 H 0.0648
25 I 0.8527
26 C -0.7169
27 C -0.1365
28 C -0.0017
29 C -0.1262
30 C -0.0064
31 C -0.1414
32 C -0.5564
33 O 0.0330
34 O 0.0346
35 H 0.0969
36 H 0.1232
37 H 0.1267
38 H 0.0953

---

Number 1: F_max 0.0891 Eh/bohr, total energy -38232.9801 eV. Number 2: F_max 0.0872 Eh/bohr, total energy -75694.9619 eV. Number 3: F_max 0.0157 Eh/bohr, total energy -121457.9158 eV. Number 4: F_max 0.0216 Eh/bohr, total energy -121455.8443 eV. Number 5: F_max 0.0269 Eh/bohr, total energy -61411.9015 eV. Number 6: F_max 0.0176 Eh/bohr, total energy -108689.4737 eV.